Entry 1:
Computed, not measured: an isolated molecule of C22H23N3O2S2 in a non-equilibrium geometry, with ωB97M-V/def2-TZVPD.

Element x y z (Å)
C  1.465  2.411  5.459
C  1.904  1.422  4.423
C  1.244  0.211  4.265
C  1.664  -0.706  3.317
C  2.761  -0.436  2.512
C  3.179  -1.385  1.419
N  2.662  -0.918  0.148
C  3.391  -0.201  -0.730
S  5.041  -0.246  -0.791
N  2.715  0.515  -1.673
C  1.386  0.951  -1.646
C  0.691  1.081  -2.848
C  -0.615  1.522  -2.866
C  -1.266  1.835  -1.674
N  -2.590  2.259  -1.702
S  -3.717  1.526  -2.721
O  -3.417  1.856  -4.078
O  -4.986  1.896  -2.174
C  -3.397  -0.210  -2.440
C  -3.773  -0.760  -1.231
C  -3.473  -2.085  -0.968
C  -2.796  -2.858  -1.906
C  -2.488  -4.297  -1.631
C  -2.433  -2.281  -3.120
C  -2.732  -0.958  -3.390
C  -0.566  1.736  -0.475
C  0.750  1.314  -0.459
C  3.423  0.777  2.665
C  2.999  1.692  3.609
H  1.534  3.428  5.077
H  0.442  2.220  5.774
H  2.109  2.341  6.336
H  0.391  -0.018  4.888
H  1.136  -1.643  3.206
H  4.267  -1.424  1.327
H  2.794  -2.391  1.604
H  1.656  -0.834  0.087
H  3.273  0.796  -2.467
H  1.190  0.840  -3.775
H  -1.146  1.643  -3.795
H  -2.992  2.492  -0.807
H  -4.308  -0.151  -0.519
H  -3.768  -2.526  -0.027
H  -1.543  -4.585  -2.084
H  -2.445  -4.490  -0.562
H  -3.269  -4.928  -2.056
H  -1.914  -2.875  -3.857
H  -2.470  -0.497  -4.329
H  -1.047  2.012  0.452
H  1.287  1.297  0.478
H  4.273  1.000  2.037
H  3.524  2.630  3.719

Kohn-Sham gap = 0.306 Ha
SMILES string = Cc1ccc(CNC(=S)Nc2ccc(NS(=O)(=O)c3ccc(C)cc3)cc2)cc1

Atomic partial charges in e from the Mulliken method, atoms 1 to 8: C -1.42; C 0.89; C -0.74; C -0.47; C 0.78; C -1.65; N -0.10; C 0.14

Entry 2:
Computed, not measured: C42H65FeN2O2PSSe as an isolated structure, with ωB97M-V/def2-TZVPD.

Element x y z (Å)
Fe  -1.073  -1.152  0.349
C  -4.051  2.448  6.901
C  -2.642  1.884  6.669
C  -1.639  3.025  6.843
C  -2.345  0.813  7.727
C  -2.559  1.255  5.280
C  -1.657  1.670  4.311
C  -1.625  1.048  3.073
Se  -0.316  1.587  1.788
C  -1.415  2.281  0.381
C  -1.883  3.579  0.520
C  -2.625  4.187  -0.479
C  -2.851  3.439  -1.633
C  -2.386  2.143  -1.823
C  -1.653  1.522  -0.779
O  -1.196  0.290  -0.912
C  -2.649  1.396  -3.134
C  -1.303  1.125  -3.826
C  -3.395  0.080  -2.869
C  -3.504  2.207  -4.112
C  -3.145  5.610  -0.285
C  -1.958  6.564  -0.088
C  -3.957  6.098  -1.485
C  -4.046  5.660  0.956
C  -2.480  -0.022  2.747
O  -2.376  -0.589  1.554
C  -3.435  -0.430  3.702
C  -3.425  0.222  4.933
C  -4.509  -1.511  3.492
C  -4.541  -2.149  2.100
C  -4.293  -2.641  4.511
C  -5.890  -0.876  3.725
H  -4.115  2.909  7.889
H  -4.812  1.669  6.847
H  -4.291  3.205  6.152
H  -1.738  3.447  7.844
H  -1.815  3.826  6.123
H  -0.610  2.678  6.728
H  -2.410  1.240  8.731
H  -1.341  0.405  7.592
H  -3.054  -0.014  7.665
H  -0.974  2.489  4.492
H  -1.655  4.109  1.438
H  -3.422  3.892  -2.428
H  -0.608  0.626  -3.154
H  -0.853  2.071  -4.142
H  -1.446  0.507  -4.717
H  -2.848  -0.581  -2.201
H  -3.573  -0.441  -3.815
H  -4.366  0.284  -2.412
H  -3.025  3.145  -4.399
H  -4.490  2.431  -3.699
H  -3.651  1.620  -5.021
H  -1.307  6.554  -0.964
H  -1.359  6.282  0.779
H  -2.312  7.587  0.066
H  -3.354  6.125  -2.396
H  -4.315  7.112  -1.294
H  -4.827  5.465  -1.666
H  -3.505  5.361  1.855
H  -4.898  4.988  0.840
H  -4.425  6.674  1.111
H  -4.152  -0.095  5.670
H  -3.637  -2.714  1.880
H  -4.671  -1.411  1.311
H  -5.384  -2.845  2.064
H  -3.322  -3.118  4.356
H  -5.066  -3.404  4.392
H  -4.330  -2.282  5.539
H  -6.060  -0.062  3.018
H  -5.997  -0.474  4.733
H  -6.672  -1.625  3.579
C  1.628  -2.635  -0.457
C  2.337  -1.960  0.718
N  1.417  -1.176  1.515
C  0.614  -1.855  2.520
C  -0.503  -2.621  1.866
S  -2.260  -2.880  -0.626
C  -1.029  -3.387  -1.872
C  -0.055  -2.266  -2.203
N  0.583  -1.753  -0.981
H  1.169  -3.577  -0.157
H  2.363  -2.877  -1.234
H  3.082  -1.265  0.327
H  2.875  -2.721  1.302
H  1.857  -0.345  1.878
H  0.199  -1.099  3.188
H  1.211  -2.550  3.138
H  -1.411  -2.753  2.443
H  -0.226  -3.510  1.316
H  -1.567  -3.661  -2.780
H  -0.503  -4.282  -1.532
H  -0.603  -1.439  -2.650
H  0.704  -2.613  -2.914
H  0.976  -0.822  -1.148
C  2.579  1.740  -3.280
P  1.897  1.633  -1.577
C  1.564  3.407  -1.254
C  3.410  1.350  -0.584
C  4.527  0.690  -1.097
C  5.589  0.339  -0.273
C  5.557  0.645  1.079
C  4.457  1.315  1.601
C  3.395  1.660  0.779
H  2.854  0.751  -3.648
H  3.442  2.405  -3.350
H  1.786  2.116  -3.928
H  2.419  4.038  -1.501
H  1.286  3.556  -0.210
H  0.699  3.700  -1.853
H  4.576  0.443  -2.150
H  6.447  -0.172  -0.693
H  6.385  0.372  1.720
H  4.427  1.572  2.653
H  2.542  2.173  1.207

Kohn-Sham gap (alpha / beta) = 0.230 / 0.259 Ha
⟨S²⟩ = 6.48
2S+1 = 5

Atomic partial charges in e from the Mulliken method, atoms 1 to 8: Fe 0.72; C -1.62; C 2.05; C -2.09; C -1.59; C -0.59; C -0.18; C -0.61

Record order is preserved below.
Relative energy (zero: lowest compared OMol25 entry of this formula, charge and spin): 0.4570, 1.6826 eV